(1)
{"formula": "C22H20N3O4Pd", "method": "ωB97M-V with the def2-TZVPD basis set", "elements": ["Pd", "C", "C", "C", "C", "C", "C", "C", "C", "C", "C", "N", "C", "C", "C", "C", "C", "N", "H", "H", "H", "H", "H", "H", "H", "H", "H", "H", "H", "H", "H", "H", "H", "H", "H", "O", "C", "O", "C", "C", "C", "N", "C", "C", "C", "O", "O", "H", "H", "H"], "xyz": [[0.6432, 0.0604, 0.0924], [0.7648, -2.0916, -1.6553], [-0.3511, -1.5288, -2.5421], [-1.6876, -1.8000, -1.8933], [-2.4686, -2.8723, -2.2993], [-3.6369, -3.1969, -1.6231], [-4.0146, -2.4600, -0.5157], [-3.2608, -1.3725, -0.0764], [-3.6805, -0.6414, 1.1768], [-4.8118, 0.3646, 0.9551], [-2.1167, -1.0342, -0.7999], [-1.3254, 0.0836, -0.3909], [-1.7872, 1.2897, -0.5708], [-0.9760, 2.3854, -0.2245], [-1.1507, 3.7755, -0.2000], [0.0376, 4.2976, 0.3049], [0.8906, 3.2057, 0.5625], [0.2752, 2.0666, 0.2567], [1.7650, -1.9193, -2.0485], [0.6203, -3.1621, -1.5007], [0.6946, -1.6837, -0.6263], [-0.3141, -1.9996, -3.5260], [-0.2116, -0.4574, -2.6864], [-2.1469, -3.4652, -3.1484], [-4.2359, -4.0391, -1.9468], [-4.9037, -2.7360, 0.0411], [-2.8163, -0.1479, 1.6211], [-4.0172, -1.3887, 1.8978], [-4.5073, 1.1776, 0.2949], [-5.1267, 0.8082, 1.9008], [-5.6798, -0.1188, 0.5018], [-2.7750, 1.4312, -1.0020], [-2.0370, 4.3157, -0.4961], [0.2727, 5.3345, 0.4842], [1.8960, 3.2126, 0.9578], [7.0338, 0.4033, 2.6035], [6.6876, 0.8339, 1.4893], [7.3672, 1.2793, 0.5402], [5.1906, 0.6170, 1.1483], [4.7068, 0.9799, -0.1062], [3.3817, 0.7764, -0.4102], [2.5435, 0.2155, 0.4731], [2.9744, -0.1444, 1.6957], [4.2951, 0.0557, 2.0523], [1.9377, -0.8154, 2.6036], [2.2180, -0.9716, 3.7826], [0.8667, -1.1706, 1.9905], [5.3938, 1.4243, -0.8130], [2.9520, 1.0573, -1.3634], [4.6301, -0.2339, 3.0385]], "lowdin_charge": [0.994, -0.084, -0.195, -0.178, -0.046, -0.082, -0.046, -0.167, -0.192, -0.090, -0.166, -0.054, -0.062, -0.324, -0.056, -0.097, -0.141, -0.054, 0.079, 0.092, 0.015, 0.108, 0.101, 0.110, 0.099, 0.113, 0.112, 0.113, 0.054, 0.072, 0.071, 0.135, 0.095, 0.085, 0.109, -0.039, -0.692, -0.060, -0.082, -0.002, -0.119, -0.076, -0.149, 0.070, -0.633, 0.034, -0.125, 0.113, 0.107, 0.129], "max_force_ev_per_a": 1.3, "charge": -1, "mol_weight_da": 496.8, "homo_ev": -5.3, "gap_ha": 0.266}

(2)
{"formula": "CH5OPS", "method": "ωB97M-V with the def2-TZVPD basis set", "elements": ["C", "O", "P", "S", "H", "H", "H", "H", "H"], "xyz": [[-0.9730, 0.1487, 0.8879], [2.9537, -0.1593, -1.6112], [1.7083, -0.4985, -0.9162], [-0.7169, 0.5740, -0.8463], [-0.4094, 0.7272, 1.6977], [-0.6429, -0.8602, 0.9463], [-2.0697, 0.2420, 1.1720], [1.4383, 0.3642, 0.2171], [-1.2884, -0.5381, -1.5473]], "lowdin_charge": [-0.498, -0.566, 0.601, 0.546, 0.073, -0.003, 0.054, -0.158, -0.050], "max_force_ev_per_a": 2.1, "mol_weight_da": 96.1, "homo_ev": -8.7, "gap_ha": 0.329}

(3)
{"formula": "C8H21AsN3OS4V", "method": "ωB97M-V with the def2-TZVPD basis set", "elements": ["V", "C", "C", "N", "C", "C", "N", "C", "C", "N", "H", "H", "H", "H", "H", "H", "H", "H", "H", "H", "H", "H", "H", "H", "H", "S", "As", "S", "S", "S", "C", "C", "O", "H", "H", "H", "H", "H", "H"], "xyz": [[0.1211, -0.1418, -0.0627], [0.0944, 1.7227, 2.3349], [-0.6257, 0.4188, 2.8005], [-0.9482, -0.5004, 1.6948], [-2.3653, -0.5859, 1.2987], [-2.6891, 0.6009, 0.4036], [-1.6212, 0.7245, -0.6065], [-1.3597, 2.1106, -0.9950], [-0.6494, 2.7991, 0.1815], [0.2162, 1.8171, 0.8726], [1.0900, 1.7376, 2.7756], [-0.4411, 2.5886, 2.7266], [-1.5343, 0.6744, 3.3500], [0.0393, -0.0963, 3.4918], [-0.6307, -1.4380, 1.9240], [-3.0325, -0.6260, 2.1655], [-2.4852, -1.5008, 0.7197], [-2.7368, 1.5115, 1.0062], [-3.6570, 0.4551, -0.0812], [-1.9687, 0.1896, -1.4581], [-2.2790, 2.6393, -1.2652], [-0.7091, 2.0963, -1.8678], [-1.3787, 3.1857, 0.8932], [-0.0709, 3.6495, -0.1794], [1.1818, 1.9804, 0.6073], [-2.7931, -1.0512, -2.9573], [-0.8358, -1.8927, -3.0560], [-0.2603, -2.1974, -0.9060], [1.5441, 0.4323, -1.7061], [0.5762, 0.0265, -3.4487], [3.7317, -2.4924, 1.5901], [2.2562, -2.2314, 1.3556], [2.0077, -0.8307, 1.0990], [3.9000, -3.5637, 1.6933], [4.0840, -1.9912, 2.4925], [4.3136, -2.1370, 0.7373], [1.6766, -2.4811, 2.2465], [1.8869, -2.8281, 0.5235], [2.5685, -0.5862, 0.3405]], "mulliken_spin": [2.095, 0.008, 0.005, -0.016, -0.009, 0.019, -0.039, -0.010, 0.016, -0.013, -0.003, -0.001, -0.002, 0.000, 0.004, 0.004, -0.001, -0.002, 0.001, 0.017, 0.003, -0.002, -0.003, 0.001, 0.003, 0.008, 0.029, -0.064, -0.073, 0.021, 0.000, 0.006, 0.000, 0.000, 0.000, 0.000, -0.002, 0.001, -0.003], "spin_multiplicity": 3, "max_force_ev_per_a": 1.5, "mol_weight_da": 429.4, "homo_ev": [-6.6, -6.7], "gap_ha": [0.236, 0.238]}

(4)
{"formula": "C16H22N4O4", "method": "ωB97M-V with the def2-TZVPD basis set", "elements": ["C", "O", "C", "C", "C", "C", "C", "C", "C", "O", "N", "C", "C", "O", "N", "C", "C", "O", "C", "C", "H", "H", "H", "H", "H", "H", "H", "H", "H", "H", "H", "H", "H", "H", "C", "N", "N", "C", "H", "H", "H", "H", "H", "H", "H", "H"], "xyz": [[-5.5507, 1.4530, 0.8015], [-5.0910, 0.3356, 1.5885], [-3.8401, -0.1384, 1.4011], [-3.3969, -1.2350, 2.1924], [-2.1198, -1.7303, 2.0430], [-1.2013, -1.1162, 1.1453], [0.2020, -1.5003, 1.0906], [1.2711, -0.6445, 1.1872], [2.6092, -1.2263, 1.1260], [2.7960, -2.4419, 0.9265], [3.6944, -0.3576, 1.2804], [5.0164, -0.9245, 1.1640], [3.5975, 1.0310, 1.3994], [4.5838, 1.7674, 1.4334], [2.2970, 1.5401, 1.4918], [2.2457, 2.9657, 1.7304], [1.1332, 0.7594, 1.6108], [0.0923, 1.2763, 2.0284], [-1.6839, -0.0825, 0.3146], [-2.9674, 0.4055, 0.4341], [-6.5817, 1.5825, 1.1346], [-4.9694, 2.3653, 1.0010], [-5.5231, 1.2448, -0.2789], [-4.0948, -1.6617, 2.9098], [-1.7753, -2.5788, 2.6475], [0.4109, -2.5793, 1.1309], [5.7285, -0.1095, 1.2545], [5.1479, -1.6578, 1.9638], [5.0954, -1.4182, 0.1912], [1.2039, 3.2692, 1.7972], [2.7877, 3.1856, 2.6577], [2.7591, 3.4645, 0.9042], [-0.9809, 0.3455, -0.4046], [-3.2848, 1.2308, -0.2004], [1.6486, -0.7825, -3.2482], [0.3660, -0.2114, -2.8347], [-0.6745, -0.9838, -3.4108], [-1.3065, -0.2952, -4.5376], [2.4781, -0.1153, -2.9616], [1.7879, -1.7766, -2.7812], [1.6686, -0.9322, -4.3357], [0.2881, -0.2481, -1.8125], [-1.3945, -1.1351, -2.6952], [-2.0900, -0.9430, -4.9516], [-1.7756, 0.6384, -4.1855], [-0.6070, -0.0345, -5.3437]], "lowdin_charge": [-0.061, -0.079, -0.256, 0.006, -0.013, -0.213, 0.080, -0.039, -0.354, 0.060, 0.014, -0.009, -0.401, 0.082, 0.014, -0.012, -0.327, 0.085, -0.042, -0.003, 0.093, 0.099, 0.095, 0.120, 0.124, 0.142, 0.087, 0.103, 0.103, 0.090, 0.105, 0.100, 0.105, 0.106, -0.131, -0.165, -0.169, -0.134, 0.073, 0.074, 0.071, 0.067, 0.100, 0.073, 0.067, 0.072], "max_force_ev_per_a": 2.4, "smiles": "COc1ccc(C=C2C(=O)N(C)C(=O)N(C)C2=O)cc1.CNNC", "mol_weight_da": 334.4, "homo_ev": -8.1, "gap_ha": 0.260}

(5)
{"formula": "C33H34ClN5O3V", "method": "ωB97M-V with the def2-TZVPD basis set", "elements": ["V", "C", "N", "C", "C", "C", "C", "C", "C", "C", "C", "H", "H", "H", "H", "H", "H", "H", "H", "H", "H", "H", "H", "N", "C", "C", "N", "C", "C", "N", "H", "H", "H", "H", "H", "C", "C", "O", "C", "C", "C", "C", "C", "C", "H", "H", "H", "H", "H", "H", "H", "H", "O", "C", "O", "C", "C", "C", "C", "C", "C", "H", "H", "H", "H", "H", "Cl", "C", "C", "C", "C", "N", "C", "H", "H", "H", "H"], "xyz": [[-0.1160, -0.7351, 0.0336], [-1.1537, 2.0016, 3.4462], [-0.0927, 1.6495, 2.5108], [0.7217, 2.8195, 2.2157], [0.7436, 0.5859, 3.0698], [0.0168, -0.7333, 3.1379], [-0.2111, -1.3275, 4.3729], [-0.8838, -2.5380, 4.4732], [-1.3474, -3.1572, 3.3243], [-1.1372, -2.5566, 2.0867], [-0.4469, -1.3465, 1.9636], [-0.7504, 2.3594, 4.4056], [-1.7843, 1.1345, 3.6443], [-1.7690, 2.7991, 3.0268], [1.2078, 3.2288, 3.1134], [0.1011, 3.6069, 1.7835], [1.4999, 2.5559, 1.4968], [1.1108, 0.8603, 4.0714], [1.6213, 0.4979, 2.4267], [0.1465, -0.8344, 5.2704], [-1.0464, -2.9880, 5.4437], [-1.8749, -4.1006, 3.3827], [-1.5038, -3.0665, 1.2002], [4.4142, -3.2493, 1.4405], [3.9216, -2.1177, 0.8826], [2.5319, -1.8678, 0.8810], [2.0406, -0.7797, 0.3176], [2.9013, 0.1041, -0.2215], [4.2555, -0.1409, -0.1767], [4.7730, -1.2433, 0.3594], [3.8023, -4.0274, 1.6134], [5.3926, -3.4415, 1.3085], [1.8352, -2.5736, 1.3148], [2.4881, 0.9872, -0.6837], [4.9546, 0.5693, -0.6006], [0.3643, 2.0744, -2.8058], [-0.3807, 1.9520, -1.5155], [0.0015, 1.1121, -0.6811], [-1.5319, 2.7982, -1.2223], [-2.0830, 3.6293, -2.2037], [-3.2234, 4.3595, -1.9256], [-3.8136, 4.2689, -0.6703], [-3.2593, 3.4613, 0.3162], [-2.1198, 2.7267, 0.0459], [1.1892, 1.3679, -2.8207], [0.7495, 3.0901, -2.9165], [-0.2999, 1.8885, -3.6513], [-1.6311, 3.7027, -3.1835], [-3.6537, 4.9999, -2.6831], [-4.7089, 4.8386, -0.4581], [-3.7207, 3.4057, 1.2933], [-1.6610, 2.1046, 0.8074], [1.3077, -3.9663, -0.8903], [1.0845, -2.9303, -1.4653], [0.0414, -2.1518, -1.1595], [1.9724, -2.4035, -2.5494], [3.2739, -2.8850, -2.6263], [4.1503, -2.3699, -3.5693], [3.7208, -1.3911, -4.4545], [2.4117, -0.9282, -4.3993], [1.5427, -1.4269, -3.4419], [3.5844, -3.6592, -1.9367], [5.1669, -2.7366, -3.6190], [4.4021, -0.9966, -5.1969], [2.0718, -0.1863, -5.1116], [0.5174, -1.0822, -3.3978], [-5.5109, 0.5122, 1.4094], [-4.4485, -0.0838, 0.1915], [-4.9131, -0.3970, -1.0742], [-4.0031, -0.8686, -2.0067], [-2.6743, -0.9980, -1.6475], [-2.2333, -0.6814, -0.4243], [-3.1068, -0.2450, 0.4858], [-5.9612, -0.2825, -1.3149], [-4.3216, -1.1424, -3.0023], [-1.9336, -1.3842, -2.3347], [-2.7218, -0.0308, 1.4747]], "mulliken_spin": [2.083, 0.000, 0.023, 0.003, 0.005, -0.033, -0.015, 0.023, -0.016, 0.050, -0.122, 0.001, -0.001, 0.000, -0.001, 0.001, -0.001, 0.002, -0.010, 0.000, 0.001, -0.001, 0.004, -0.001, -0.001, 0.035, -0.135, 0.033, -0.004, 0.009, 0.000, 0.000, -0.011, 0.008, 0.000, -0.003, -0.002, 0.040, 0.012, 0.004, -0.002, 0.004, 0.000, 0.001, -0.001, 0.001, 0.001, 0.000, 0.000, 0.000, 0.000, 0.009, -0.001, 0.002, -0.010, 0.011, 0.000, 0.000, 0.000, 0.001, -0.003, 0.000, 0.000, 0.000, 0.000, 0.003, 0.000, -0.006, 0.008, -0.006, 0.028, -0.041, 0.021, 0.000, 0.000, -0.003, 0.004], "spin_multiplicity": 3, "max_force_ev_per_a": 0.4, "charge": 1, "mol_weight_da": 635.1, "homo_ev": [-11.0, -11.2], "gap_ha": [0.265, 0.272]}

(6)
{"formula": "H6N4O2P", "method": "ωB97M-V with the def2-TZVPD basis set", "elements": ["N", "N", "N", "N", "O", "O", "P", "H", "H", "H", "H", "H", "H"], "xyz": [[0.1041, -1.8981, 0.6659], [-1.1547, 1.7059, 0.3274], [0.5341, -1.4923, -0.6400], [-0.9153, 0.8221, -0.7862], [1.1111, 0.7618, 1.5494], [1.5103, 0.6245, -1.8808], [0.6874, 0.2065, -0.7349], [0.4158, -1.1401, 1.3120], [-0.9155, -1.8501, 0.6492], [-0.4079, 1.4401, 1.0432], [-0.8614, 2.6319, 0.0103], [1.4659, -1.8620, -0.8107], [-1.5741, 0.0499, -0.7049]], "lowdin_charge": [-0.092, -0.120, -0.264, -0.258, -0.667, -0.395, 0.627, 0.003, 0.043, -0.031, 0.041, 0.064, 0.047], "max_force_ev_per_a": 4.6, "charge": -1, "mol_weight_da": 125.0, "homo_ev": -4.1, "gap_ha": 0.303}

How do the records compare in energy above the lowest of the compared OMol25 structures with the same formula, charge and spin? In the order shown, they have 41.4, 51.7, 0.0, 75.7, 21.3, 86.8 kcal per mole.